{"formula": "C45H127N5O16", "method": "ωB97M-V with the def2-TZVPD basis set", "species": ["C", "C", "C", "C", "H", "O", "H", "H", "H", "H", "O", "H", "H", "H", "H", "H", "H", "N", "C", "H", "H", "H", "H", "H", "O", "C", "H", "H", "C", "H", "H", "H", "H", "H", "H", "H", "C", "H", "C", "H", "H", "H", "H", "C", "H", "H", "C", "H", "H", "C", "C", "H", "C", "H", "H", "H", "H", "O", "H", "H", "N", "H", "C", "H", "C", "H", "H", "H", "N", "N", "H", "H", "H", "H", "C", "H", "H", "H", "H", "H", "H", "C", "O", "H", "H", "H", "H", "H", "C", "H", "H", "C", "H", "H", "H", "O", "H", "C", "H", "C", "C", "H", "O", "H", "H", "O", "O", "H", "H", "O", "C", "H", "O", "C", "H", "H", "C", "H", "H", "H", "H", "C", "H", "H", "H", "H", "H", "H", "H", "H", "C", "H", "O", "H", "H", "H", "H", "H", "C", "C", "C", "C", "H", "H", "O", "C", "H", "C", "H", "H", "H", "C", "C", "H", "O", "H", "O", "C", "H", "C", "H", "H", "H", "C", "H", "C", "H", "C", "C", "H", "H", "H", "H", "H", "H", "H", "H", "C", "H", "O", "H", "H", "C", "H", "H", "N", "H", "H", "H", "C", "H", "H", "H"], "coordinates": [[16.373, 0.064, -2.530], [2.300, -2.367, -5.085], [9.020, -9.217, -4.146], [9.683, -4.200, -2.491], [10.390, 1.392, 0.896], [11.860, 3.867, -11.677], [15.310, -4.863, -8.293], [6.734, -3.808, -8.468], [10.673, -0.511, -8.640], [12.066, 5.128, -1.210], [8.101, 6.618, -9.610], [5.880, 7.684, -10.152], [18.863, -1.701, -4.207], [3.062, -5.097, -5.334], [8.856, -2.453, -13.837], [2.545, -2.498, -6.140], [3.506, -5.289, -3.665], [8.516, -8.850, -2.851], [9.434, -8.234, -7.050], [17.221, -1.418, -4.725], [9.859, -8.556, -4.362], [9.845, -3.232, -15.604], [5.254, 6.557, -11.491], [9.104, -4.139, -3.412], [13.262, -4.708, -8.450], [10.414, 0.681, -5.027], [13.395, -5.352, -9.149], [10.379, -1.604, -6.434], [9.730, -0.787, -6.751], [9.039, 5.871, -3.013], [5.914, -3.110, -10.701], [10.554, 3.249, 2.480], [10.804, 1.655, -4.729], [4.622, -2.410, -9.699], [5.073, -6.244, -10.474], [18.646, -4.292, -3.868], [7.164, 1.116, -14.808], [6.826, 2.221, -16.622], [6.098, 6.934, -10.913], [8.698, 6.864, -10.320], [4.736, -3.197, -5.235], [4.961, 1.334, -14.914], [16.610, 0.038, -9.338], [17.768, -0.283, -2.977], [5.967, -6.420, -9.061], [7.590, 3.219, -15.337], [2.835, -4.744, -4.328], [5.496, 4.428, -9.662], [5.829, 0.260, -4.171], [14.985, 1.355, -7.768], [4.969, -3.315, -10.197], [9.385, -8.780, -2.343], [8.722, -3.889, -1.401], [9.496, 0.555, -4.453], [10.545, -3.533, -2.507], [12.656, 2.450, -7.344], [13.793, 5.269, -0.882], [12.726, 4.654, 0.699], [13.005, 3.675, -1.101], [10.106, -5.175, -2.248], [4.515, -2.788, -4.339], [17.128, -4.803, -3.214], [9.398, -3.883, -0.056], [10.843, -4.106, -12.833], [9.598, 8.537, -4.342], [15.866, 3.123, -5.819], [1.956, -7.110, -4.035], [8.211, 6.175, -4.546], [9.483, -2.225, -8.794], [13.246, 3.066, -7.885], [11.487, 3.125, -13.520], [9.593, -11.139, -5.086], [13.002, 3.947, -7.456], [9.277, 1.016, 4.456], [10.225, 7.108, -4.510], [6.297, 1.778, -5.809], [0.868, -6.536, -5.359], [14.216, 2.859, -5.341], [10.347, -10.831, -3.544], [10.308, 9.318, -4.614], [6.705, -5.468, -10.383], [14.607, 2.861, -7.507], [9.760, 3.048, 2.982], [1.243, -2.559, -4.905], [14.491, 0.740, -7.016], [5.582, 0.794, -13.329], [6.600, 7.573, -11.640], [9.440, -2.199, -9.803], [7.953, -8.938, -5.267], [16.528, -0.904, -7.732], [8.321, -2.893, -1.588], [11.827, 2.766, -12.549], [8.647, -11.242, -3.604], [10.324, -8.356, -6.434], [17.938, -0.015, -8.256], [9.309, -2.873, -13.103], [11.464, -1.604, -14.355], [9.334, 1.589, 1.084], [10.131, -3.078, -0.016], [3.129, -3.261, -4.167], [14.432, -4.742, -7.659], [7.938, 1.080, -14.042], [6.049, 1.143, -3.863], [4.198, -4.841, -8.803], [9.428, 5.028, -4.487], [10.536, 6.897, -5.825], [1.490, -5.111, -4.046], [11.103, 1.994, -12.289], [8.239, -7.884, -2.953], [5.948, -4.208, -8.089], [5.766, 1.441, -14.187], [10.320, -2.752, -8.591], [17.450, -2.748, -3.105], [10.533, -3.282, -13.475], [19.191, 0.501, -4.020], [4.244, -3.666, -10.931], [7.525, 2.228, -15.785], [8.465, 1.933, -16.252], [12.122, 3.557, -10.807], [15.639, 0.134, -3.333], [9.870, -4.831, -14.888], [17.603, -3.993, -3.768], [17.745, 0.851, -4.612], [8.695, 8.757, -4.911], [0.281, -6.661, -3.693], [14.679, 4.415, -5.999], [9.406, 8.716, -3.284], [12.781, 2.289, -12.773], [9.007, -7.233, -6.981], [5.724, 2.467, -13.822], [10.387, -3.872, -14.907], [8.602, -3.667, 0.657], [16.403, 1.172, -7.698], [12.791, 5.543, 1.055], [11.167, -0.014, -4.655], [5.100, -3.240, -3.651], [9.146, 2.480, 0.485], [8.943, -0.226, 3.294], [11.594, -2.174, -13.435], [5.677, 1.976, -4.935], [9.503, 0.698, 3.438], [5.780, -5.694, -9.852], [9.670, 6.944, -6.235], [14.664, 1.058, -8.766], [8.432, -9.174, -6.607], [16.848, -0.015, -8.276], [9.795, -8.444, -8.057], [17.847, -1.552, -3.842], [10.575, 0.502, 3.415], [7.984, 1.903, 2.727], [11.365, -4.125, -15.318], [1.149, -6.432, -4.311], [9.429, -10.678, -4.111], [7.833, -0.033, -16.182], [7.655, -4.885, -1.477], [5.927, 5.562, -8.376], [10.351, 0.457, -6.436], [12.902, 4.674, -0.678], [18.317, -0.416, -2.045], [9.721, -0.912, -8.293], [17.138, -3.890, -4.749], [14.399, -5.516, -6.892], [4.646, 1.756, -5.210], [14.835, 3.341, -6.097], [7.600, -0.292, -8.463], [8.591, -0.018, -8.824], [16.093, -0.725, -1.832], [9.184, 6.010, -4.084], [9.059, 1.884, 2.545], [12.600, -2.586, -13.524], [16.218, 0.983, -1.965], [2.826, -3.002, -3.152], [7.402, 5.221, -11.039], [7.638, -7.899, -5.175], [2.482, -1.332, -4.794], [8.728, -0.871, -6.330], [14.481, -3.776, -7.154], [7.012, 5.899, -10.280], [8.530, -0.108, -9.909], [7.127, -0.097, -15.535], [7.141, -9.634, -5.056], [8.759, 1.044, -8.647], [5.153, -4.532, -9.228], [11.551, -1.498, -12.581], [11.162, 7.096, -3.953], [18.270, 0.818, -3.750], [7.025, 4.377, -8.783], [15.292, 3.396, -8.164], [5.740, 3.022, -4.635], [6.301, 5.040, -9.257], [7.142, -4.881, -0.665], [8.728, 0.732, 0.789], [9.849, -4.834, 0.228]], "mulliken_charge": [-1.4248, -1.3809, 0.5658, -1.3447, 0.3446, -0.5037, 0.2898, 0.2158, 0.2254, 0.1693, -0.5115, 0.3178, 0.3773, 0.2968, 0.2619, 0.2716, 0.3467, -0.7837, -0.6927, 0.1928, 0.3986, 0.3638, 0.3513, 0.2889, -0.4769, -0.9197, 0.2844, 0.3256, -0.7220, 0.3805, 0.2076, 0.3097, 0.2801, 0.3020, 0.4021, 0.2796, 0.7460, 0.3763, -1.2723, 0.2955, 0.1420, 0.3465, 0.4008, 0.4245, 0.3062, 0.3720, -0.4884, 0.3630, 0.2816, -0.7284, -1.2190, 0.2996, 0.7187, 0.2992, 0.3907, 0.0875, 0.2918, -0.5070, 0.1942, 0.3171, -0.4837, 0.2526, -1.3621, 0.2116, -1.2786, 0.3611, 0.3203, 0.3634, -0.4931, -0.4350, 0.2665, 0.3033, 0.2597, 0.3227, 0.2991, 0.1704, 0.2781, 0.2707, 0.3684, 0.3534, 0.2543, 0.5197, -0.5580, 0.3754, 0.2546, 0.3027, 0.3663, 0.1274, -0.7316, 0.2265, 0.1399, -0.5360, 0.3879, 0.2926, 0.2708, -0.4266, 0.2675, -1.3732, 0.3779, 0.3085, -0.4977, 0.1404, -0.4766, 0.3048, 0.3283, -0.4991, -0.3412, 0.1838, 0.2013, -0.4286, -1.2888, 0.2059, -0.3371, 0.5284, 0.3053, 0.4122, -1.4675, 0.3842, 0.2924, 0.2221, 0.3520, -0.6436, 0.2256, 0.3218, 0.2416, 0.4092, 0.3609, 0.2771, 0.2958, 0.3333, -1.3617, 0.3740, -0.3313, 0.2953, 0.3668, 0.2091, 0.3533, 0.3700, -1.2321, -0.4734, -1.2497, -1.2579, 0.3267, 0.4598, -0.3491, -0.7733, 0.2559, -0.4429, 0.2963, 0.2338, 0.3641, -0.7371, -1.5115, 0.3135, -0.5261, 0.3321, -0.1577, -0.4363, 0.3181, 0.5908, 0.2193, 0.2718, 0.2596, -1.4004, 0.3208, -1.5680, 0.3470, -1.2559, 0.5734, 0.3830, 0.4003, 0.3383, 0.2324, 0.3533, 0.3269, 0.3567, 0.1274, 0.5682, 0.4120, -0.5625, 0.3431, 0.3446, 0.4766, 0.2919, 0.2964, -0.7080, 0.2810, 0.1831, 0.2225, -1.3217, 0.2941, 0.3746, 0.3304], "de_lowest_kj_mol": 301.2, "homo_energy_ev": -9.3, "largest_force_ev_per_a": 3.31, "total_charge": 0, "e_tot_ev": -88927.2139}


{"formula": "C45H25I4IrN5", "method": "ωB97M-V with the def2-TZVPD basis set", "species": ["C", "H", "C", "C", "C", "C", "I", "H", "H", "H", "C", "C", "C", "Ir", "C", "I", "C", "H", "H", "I", "C", "H", "H", "H", "C", "C", "N", "C", "C", "C", "H", "C", "C", "C", "C", "C", "C", "C", "C", "C", "H", "C", "H", "H", "H", "H", "H", "H", "C", "N", "N", "C", "H", "C", "C", "C", "H", "C", "C", "H", "H", "C", "H", "C", "C", "H", "C", "C", "C", "H", "C", "I", "C", "C", "H", "N", "C", "C", "N", "C"], "coordinates": [[1.699, -6.786, -1.181], [4.457, -4.994, -0.345], [-2.263, -1.983, 1.409], [6.609, 2.043, -2.062], [5.296, 1.598, -2.086], [-1.713, 4.307, -0.783], [-3.093, 8.807, -2.014], [-2.006, -5.202, 0.517], [-1.948, 6.339, -3.489], [7.151, 2.175, -2.989], [-2.959, -0.921, 1.925], [5.203, 1.742, 0.312], [4.584, 1.445, -0.899], [-0.157, -0.346, -0.293], [3.420, -5.210, -0.560], [9.194, 2.981, -0.811], [1.104, 3.773, -0.382], [-2.998, -0.065, 4.472], [0.856, 4.820, -0.346], [4.450, -8.016, -0.996], [3.418, -1.073, -2.495], [-1.230, -3.710, -2.349], [-4.736, 1.260, 1.926], [4.655, 1.623, 1.239], [-1.256, 2.935, -0.433], [2.159, 1.792, -0.477], [-1.244, -1.904, 0.539], [2.447, -1.979, -2.931], [-2.582, 6.473, -0.163], [0.755, -5.774, -1.115], [2.775, -3.188, -0.257], [-2.015, 6.018, -2.459], [-2.640, -3.409, 1.580], [-4.925, -0.713, 5.139], [-6.254, -1.901, 3.520], [-4.052, -1.101, 2.918], [-2.109, 2.020, 0.073], [3.030, -6.499, -0.901], [-1.077, -3.194, 0.002], [-2.499, 6.882, -1.485], [4.816, 1.402, -3.035], [-1.971, -4.139, 0.688], [-7.169, -2.409, 3.250], [-3.983, 3.242, 0.289], [-3.364, -3.752, 2.301], [-4.801, -0.305, 6.133], [3.289, 3.697, -0.298], [-2.238, 4.876, 1.220], [1.142, -4.481, -0.783], [-1.772, 0.728, 0.512], [1.594, -0.732, -1.267], [0.176, -3.381, -0.675], [-1.235, 4.067, -2.862], [-3.451, 2.339, 0.535], [6.520, 2.174, 0.341], [0.163, 2.708, -0.485], [2.549, -2.713, -3.712], [-6.093, -1.378, 4.796], [-1.617, 4.740, -2.103], [-5.375, -2.143, 1.586], [4.411, -0.965, -2.899], [2.476, -4.199, -0.507], [1.401, -7.789, -1.448], [2.335, 3.200, -0.340], [1.328, -1.709, -2.138], [-0.282, -6.006, -1.333], [0.118, -2.096, -1.414], [-3.825, 1.353, 1.359], [3.184, 0.968, -0.907], [6.996, 2.393, 1.287], [-5.236, -1.756, 2.589], [-7.618, -1.587, 6.200], [-2.783, 0.338, 1.313], [-2.189, 5.188, 0.183], [-2.946, 7.150, 0.597], [-0.987, -3.063, -1.603], [-3.912, -0.579, 4.201], [2.856, -0.281, -1.470], [0.768, 1.514, -0.525], [7.219, 2.324, -0.848]], "mulliken_charge": [-0.8126, 0.4178, 0.3292, -0.7532, -0.4285, -0.6280, 0.1336, 0.4471, 0.3946, 0.3883, 0.6153, -0.0973, -0.1397, 1.0101, -0.7134, 0.1362, -1.1158, 0.5024, 0.4976, 0.1542, -0.1875, 0.3552, 0.5176, 0.4792, 0.7948, 0.5367, -0.6006, -1.5677, -0.7361, -0.4831, 0.4474, -0.7339, -0.7728, -0.7039, -0.6825, -0.7480, 0.0622, -0.1595, 1.2507, -0.0815, 0.6148, -1.2024, 0.3900, 0.6559, 0.6378, 0.3885, 0.5019, 0.5728, -0.3265, -0.6170, -0.0891, 0.0895, 0.4935, -1.0714, -0.6959, 0.3803, 0.5077, -0.0491, -0.0119, 0.5415, 0.6907, -0.3595, 0.3993, -0.8297, -0.4323, 0.4027, 1.4389, -0.9930, 0.9349, 0.3896, -0.1721, 0.1340, 1.1206, -0.0940, 0.4055, -0.3373, -0.0231, -0.2744, -0.3675, -0.0689], "homo_energy_ev": -9.8, "largest_force_ev_per_a": 0.35, "total_charge": 1, "e_tot_ev": -89753.2189}